Here is a gas-phase ion, C6H14N3 (charge +1) from OMol25. Energies are from ωB97M-V/def2-TZVPD.

Geometry as XYZ:
```
23
Properties=species:S:1:pos:R:3:forces:R:3
C 3.437050 -1.038717 0.739155 0.48 -0.26 -0.31
N 2.635970 -0.463016 -0.060970 0.19 -1.30 2.20
N 2.483593 0.224778 -1.171884 1.29 2.48 -0.43
C 1.340350 0.112448 -0.294241 -0.48 -0.31 -1.03
C 0.794764 1.274327 0.437932 1.44 0.80 2.33
C -0.583750 1.588919 -0.068535 -1.15 1.20 2.80
C -1.698941 0.604465 0.211276 -3.16 0.37 -0.25
N -1.651747 -0.594080 -0.541386 -0.64 -0.79 -4.15
C -2.674946 -1.503345 -0.120115 -2.03 1.39 -0.84
H 3.104740 -1.544820 1.631666 -0.68 0.46 0.18
H 4.504394 -1.135495 0.572607 -0.11 0.12 -0.72
H 2.719084 -0.149476 -2.067290 -0.27 -0.69 -0.55
H 0.552275 -0.522317 -0.647554 -0.22 -1.08 0.23
H 1.515712 2.213971 0.460754 -1.42 -2.02 -0.18
H 0.634300 0.931296 1.534079 0.53 0.52 -1.58
H -0.870751 2.406147 0.597419 -0.05 0.41 -0.16
H -0.588951 2.054170 -1.010186 -0.15 0.06 -1.64
H -1.906023 0.184474 1.186532 1.49 0.60 1.25
H -2.798447 1.052084 0.176880 2.02 0.13 -0.75
H -1.943274 -0.451051 -1.577214 1.17 0.28 2.04
H -2.701048 -2.366994 -0.687556 0.34 -1.84 -1.17
H -3.737236 -1.136731 -0.163846 0.73 0.40 -0.22
H -2.567108 -1.741046 0.862467 0.65 -0.94 2.96
```
Positions in Å, forces in eV/Å.

## Properties
2S+1: 1
SMILES: C=[N+]1N[C@@H]1CCCNC
orbital gap: 7.849 eV
LUMO energy: -0.1630 hartree
charge: +1

The Mulliken scheme yields these atomic charges, measured in e: atom 1 (C): -0.057, atom 2 (N): 0.380, atom 3 (N): -0.593, atom 4 (C): -0.401, atom 5 (C): -0.508, atom 6 (C): -0.788, atom 7 (C): -0.749, atom 8 (N): -0.343, atom 9 (C): -1.125, atom 10 (H): 0.269, atom 11 (H): 0.279, atom 12 (H): 0.295, atom 13 (H): 0.796, atom 14 (H): 0.312, atom 15 (H): 0.311, atom 16 (H): 0.322, atom 17 (H): 0.392, atom 18 (H): 0.428, atom 19 (H): 0.401, atom 20 (H): 0.254, atom 21 (H): 0.371, atom 22 (H): 0.325, atom 23 (H): 0.429